No. 1
Density functional theory data (ωB97M-V/def2-TZVPD) for a 2-piece molecular cluster, C9H18BrFNO overall.

Each line ends with the Mulliken charge.
Atoms and positions in Å:
F (-2.27, 2.14, 2.05)  -0.336
C (-2.76, 1.51, 0.93)  0.305
C (-1.63, 1.25, -0.07)  -0.930
C (-0.95, -0.12, -0.04)  -0.625
N (-1.92, -1.25, 0.29)  -0.112
C (-3.36, -0.82, 0.30)  -0.286
Br (-4.44, -2.38, 0.60)  -0.018
C (-3.47, 0.23, 1.38)  -0.939
H (-3.48, 2.19, 0.46)  0.326
H (-2.00, 1.45, -1.07)  0.475
H (-0.85, 2.00, 0.11)  0.374
H (-0.52, -0.33, -1.02)  0.263
H (-0.14, -0.18, 0.68)  0.373
H (-1.73, -1.59, 1.23)  0.468
H (-1.79, -2.05, -0.33)  0.437
H (-3.60, -0.44, -0.69)  0.405
H (-2.97, -0.14, 2.28)  0.361
H (-4.51, 0.42, 1.65)  0.425
C (3.89, -0.12, 0.20)  -0.592
C (4.03, -0.63, -1.23)  -0.580
C (2.58, -0.73, -1.67)  -0.453
O (1.87, 0.30, -0.97)  -0.320
C (2.72, 0.85, 0.05)  -0.341
H (4.78, 0.37, 0.57)  0.349
H (3.63, -0.93, 0.88)  0.265
H (4.56, 0.09, -1.85)  0.268
H (4.55, -1.59, -1.30)  0.336
H (2.15, -1.71, -1.40)  0.266
H (2.44, -0.58, -2.74)  0.304
H (3.06, 1.84, -0.25)  0.264
H (2.13, 0.96, 0.97)  0.268

Computed properties:
DFT total energy	-3157.34405	Ha
orbital gap	9.30	eV
total charge	+1


No. 2
Density functional theory data (ωB97M-V/def2-TZVPD) for a 5-piece molecular cluster, C32H72BF5IN5O4PS overall at a distorted geometry.

Each line ends with the Mulliken charge.
Atoms and positions in Å:
O (2.95, -3.81, 3.40)  -0.618
B (2.99, -4.50, 2.17)  0.825
O (3.38, -5.89, 2.20)  -0.541
O (2.71, -3.93, 0.87)  -0.322
N (1.55, -3.24, 0.85)  0.557
C (0.31, -3.66, 0.56)  0.052
C (0.10, -5.20, 0.22)  -0.148
C (-1.34, -5.79, 0.59)  -0.753
C (-1.89, -5.37, 2.03)  -0.588
C (-1.66, -6.45, 3.17)  0.654
F (-2.60, -6.14, 4.19)  -0.288
F (-1.97, -7.77, 2.78)  -0.281
C (-0.22, -6.36, 3.88)  0.701
F (0.71, -7.23, 3.32)  -0.227
F (0.27, -5.06, 3.98)  -0.230
F (-0.43, -6.78, 5.21)  -0.254
S (-0.94, -2.29, 0.62)  0.180
C (0.11, -1.46, 1.92)  0.166
P (0.04, 0.44, 2.00)  0.122
O (-1.09, 0.97, 0.80)  -0.177
I (-0.95, 1.21, 4.13)  -0.058
C (1.52, -1.77, 1.18)  -1.184
H (3.12, -4.50, 4.09)  0.300
H (2.75, -6.42, 1.68)  0.334
H (0.20, -5.29, -0.92)  0.389
H (0.90, -5.88, 0.65)  -0.105
H (-2.11, -5.56, -0.21)  0.344
H (-1.23, -6.93, 0.58)  0.412
H (-3.03, -5.27, 1.92)  0.354
H (-1.53, -4.37, 2.42)  0.158
H (-0.13, -2.08, 2.84)  0.398
H (-1.98, 0.76, 1.17)  0.198
H (1.79, -1.03, 0.37)  0.208
H (2.24, -1.63, 2.06)  0.375
C (-5.49, -0.23, 1.10)  -1.340
C (-5.56, 1.29, 1.12)  -0.564
N (-5.09, 1.92, -0.11)  0.408
C (-4.93, 3.37, 0.01)  -0.406
C (-6.18, 4.21, 0.26)  -1.131
C (-5.72, 1.48, -1.35)  -0.003
C (-7.24, 1.63, -1.47)  -1.162
H (-4.47, -0.57, 0.90)  0.201
H (-5.79, -0.62, 2.07)  0.449
H (-6.16, -0.67, 0.36)  0.310
H (-4.94, 1.63, 1.95)  0.456
H (-6.59, 1.59, 1.36)  0.321
H (-4.42, 3.75, -0.88)  0.185
H (-4.23, 3.56, 0.83)  0.361
H (-6.77, 4.32, -0.65)  0.195
H (-5.89, 5.22, 0.57)  0.451
H (-6.81, 3.80, 1.04)  0.290
H (-5.48, 0.42, -1.50)  0.399
H (-5.25, 1.98, -2.20)  -0.330
H (-7.77, 1.34, -0.56)  0.285
H (-7.61, 0.99, -2.27)  0.416
H (-7.52, 2.65, -1.73)  0.270
C (2.20, 3.12, -5.08)  -1.221
C (2.39, 3.20, -3.56)  -0.443
N (1.41, 2.43, -2.81)  0.472
C (1.43, 2.72, -1.38)  -0.558
C (2.69, 2.35, -0.59)  -1.005
C (1.28, 1.02, -3.15)  -0.681
C (2.53, 0.15, -3.02)  -1.090
H (1.20, 3.44, -5.37)  0.137
H (2.93, 3.77, -5.57)  0.445
H (2.37, 2.11, -5.46)  0.308
H (2.30, 4.25, -3.29)  0.432
H (3.41, 2.90, -3.32)  0.278
H (0.57, 2.24, -0.90)  0.157
H (1.26, 3.79, -1.25)  0.434
H (2.75, 1.27, -0.41)  0.097
H (2.67, 2.83, 0.39)  0.389
H (3.61, 2.66, -1.09)  0.334
H (0.92, 0.94, -4.18)  0.379
H (0.48, 0.57, -2.55)  0.359
H (3.43, 0.64, -3.41)  0.246
H (2.40, -0.77, -3.60)  0.434
H (2.72, -0.15, -1.99)  0.113
C (9.48, -2.07, 4.37)  -1.438
C (8.50, -2.49, 5.46)  -0.287
N (7.38, -1.57, 5.63)  0.154
C (6.60, -1.84, 6.83)  -0.723
C (5.85, -3.17, 6.92)  -0.768
C (6.60, -1.29, 4.44)  -1.181
C (5.94, -2.47, 3.72)  -0.364
H (9.87, -1.07, 4.55)  0.327
H (10.33, -2.76, 4.35)  0.429
H (9.02, -2.10, 3.37)  0.291
H (9.07, -2.53, 6.39)  0.466
H (8.17, -3.51, 5.26)  0.225
H (5.89, -1.03, 6.99)  0.349
H (7.28, -1.78, 7.69)  0.395
H (4.95, -3.17, 6.30)  0.036
H (5.53, -3.35, 7.95)  0.413
H (6.48, -4.02, 6.63)  0.269
H (7.24, -0.77, 3.72)  0.414
H (5.82, -0.55, 4.68)  0.346
H (6.61, -3.33, 3.63)  0.319
H (5.67, -2.18, 2.70)  0.374
H (5.03, -2.78, 4.21)  0.003
C (-2.22, 3.05, -3.95)  -1.448
C (-3.56, 3.63, -4.39)  -0.027
N (-3.49, 5.03, -4.81)  0.064
C (-4.81, 5.64, -4.97)  -0.605
C (-5.72, 5.09, -6.07)  -1.005
C (-2.53, 5.34, -5.86)  -0.691
C (-2.67, 4.60, -7.19)  -1.058
H (-1.78, 3.65, -3.14)  0.362
H (-2.36, 2.03, -3.58)  0.492
H (-1.51, 3.00, -4.78)  0.299
H (-4.23, 3.56, -3.52)  0.062
H (-3.98, 2.99, -5.17)  0.168
H (-4.69, 6.72, -5.13)  0.370
H (-5.34, 5.55, -4.02)  0.329
H (-5.40, 5.42, -7.06)  0.250
H (-6.74, 5.45, -5.92)  0.403
H (-5.76, 4.00, -6.07)  0.269
H (-1.52, 5.14, -5.47)  0.350
H (-2.53, 6.42, -6.05)  0.382
H (-2.89, 3.54, -7.07)  0.247
H (-1.74, 4.68, -7.75)  0.392
H (-3.45, 5.04, -7.81)  0.314

Computed properties:
DFT total energy	-3398.35410	Ha
orbital gap	4.91	eV
energy relative to the best compared isomer or geometry (same formula, charge and spin)	79.5	kcal/mol
total charge	+1


No. 3
Density functional theory data (ωB97M-V/def2-TZVPD) for C29H47AlBrCl4F4KN4O11PS2 as an isolated structure at a distorted geometry.

Each line ends with the Mulliken charge.
Atoms and positions in Å:
C (1.62, -6.15, 2.04)  -0.306
C (1.46, -5.15, 1.39)  -1.532
C (1.30, -3.89, 0.61)  2.881
C (0.31, -4.33, -0.51)  -1.970
O (2.47, -3.40, 0.15)  -0.698
P (2.91, -1.73, 0.70)  0.725
C (2.04, -1.08, -0.90)  -0.777
C (2.95, -0.81, -2.05)  -0.562
C (2.57, 0.09, -2.97)  -1.061
C (3.20, 0.02, 1.34)  -1.758
C (4.02, 0.93, 0.40)  0.288
C (5.46, 0.49, 0.14)  -0.576
O (6.42, 1.36, 0.72)  -0.444
C (6.53, 2.60, 0.17)  0.685
C (6.27, 3.74, 1.09)  -0.568
O (6.76, 2.83, -0.99)  -0.394
C (3.96, -2.42, 2.20)  -0.670
C (4.32, -3.85, 2.10)  0.287
O (4.99, -4.38, 1.28)  -0.529
F (3.81, -4.62, 3.13)  -0.305
O (1.39, -1.70, 1.61)  -0.316
C (0.56, -2.75, 1.52)  -0.374
Br (0.11, -3.44, 3.37)  -0.210
C (-0.73, -2.13, 0.97)  -0.251
C (-1.20, -0.95, 1.82)  -0.948
O (-1.71, 0.08, 0.98)  -0.340
C (-3.07, 0.20, 0.71)  -0.379
C (-3.26, -0.17, -0.78)  -0.520
H (1.48, -6.99, 2.66)  0.473
H (0.09, -3.52, -1.20)  0.273
H (-0.60, -4.68, -0.03)  0.437
H (0.73, -5.19, -1.02)  0.452
H (4.11, -1.83, -0.05)  0.672
H (1.45, -0.19, -0.67)  0.392
H (1.31, -1.83, -1.22)  0.284
H (3.92, -1.28, -2.15)  0.563
H (3.23, 0.84, -3.38)  0.448
H (1.53, 0.12, -3.30)  0.263
H (2.21, 0.48, 1.42)  0.354
H (3.61, 0.03, 2.35)  0.524
H (4.06, 1.91, 0.89)  0.449
H (3.47, 1.10, -0.52)  0.202
H (5.65, 0.44, -0.94)  0.264
H (5.67, -0.50, 0.51)  0.350
H (7.09, 4.45, 1.11)  0.438
H (6.02, 3.43, 2.10)  0.387
H (5.44, 4.25, 0.61)  -0.381
H (4.89, -1.87, 2.29)  0.684
H (3.34, -2.30, 3.09)  0.223
H (-0.50, -1.78, -0.04)  0.259
H (-1.54, -2.86, 0.94)  0.309
H (-1.90, -1.31, 2.57)  0.396
H (-0.38, -0.49, 2.36)  0.401
H (-3.32, 1.26, 0.82)  0.405
H (-3.71, -0.42, 1.33)  0.310
H (-2.33, 0.09, -1.27)  0.427
H (-3.43, -1.24, -0.86)  -0.445
H (-4.11, 0.37, -1.19)  0.364
N (-2.12, 2.82, -2.48)  -0.440
H (-2.51, 2.21, -3.20)  0.377
H (-2.73, 2.81, -1.66)  0.331
H (-1.18, 2.48, -2.22)  0.322
H (-2.05, 3.77, -2.84)  0.412
N (-6.39, -1.14, -1.16)  -0.570
C (-7.52, -0.47, -1.41)  -0.574
C (-8.53, -0.30, -0.48)  -0.580
C (-8.37, -0.85, 0.78)  0.242
C (-7.20, -1.56, 1.06)  -1.026
C (-6.25, -1.67, 0.06)  0.510
H (-7.61, -0.05, -2.40)  0.413
H (-9.42, 0.26, -0.73)  0.435
H (-9.13, -0.74, 1.53)  0.323
H (-7.04, -2.01, 2.03)  0.408
H (-5.32, -2.22, 0.24)  0.403
K (-5.00, -2.96, -2.10)  1.002
F (5.03, 5.43, 3.69)  -0.486
Al (0.63, -8.33, 1.28)  0.637
C (9.61, 1.73, -2.19)  0.543
Cl (10.19, 0.84, -3.60)  -0.157
Cl (9.57, 0.69, -0.77)  -0.151
Cl (10.61, 3.15, -1.90)  -0.140
H (8.60, 2.06, -2.39)  -0.112
O (3.94, 4.61, -0.89)  -0.403
H (3.01, 4.34, -0.91)  0.295
H (4.38, 4.54, -1.78)  0.463
Cl (3.58, 5.23, 1.18)  0.117
N (5.01, 4.86, -3.15)  -0.330
S (5.15, 6.44, -3.33)  1.071
O (3.96, 7.10, -3.76)  -0.596
O (6.40, 6.87, -3.86)  -0.554
F (5.25, 6.80, -1.79)  -0.259
S (4.80, 4.05, -4.49)  0.969
O (4.34, 2.72, -4.24)  -0.574
O (5.78, 4.23, -5.50)  -0.585
F (3.49, 4.73, -5.13)  -0.304
N (-11.74, -0.79, 3.16)  0.032
C (-12.06, -2.00, 2.60)  -0.396
C (-13.41, -2.18, 2.73)  -0.428
C (-13.93, -1.04, 3.40)  -0.415
C (-12.88, -0.20, 3.65)  -0.459
H (-10.82, -0.39, 3.22)  0.172
H (-11.30, -2.62, 2.16)  0.355
H (-13.96, -3.04, 2.39)  0.388
H (-14.95, -0.86, 3.66)  0.393
H (-12.84, 0.76, 4.13)  0.371

Computed properties:
DFT total energy	-8973.39526	Ha
orbital gap	4.72	eV
energy relative to the best compared isomer or geometry (same formula, charge and spin)	0.0	kcal/mol
total charge	+1


No. 4
Density functional theory data (ωB97M-V/def2-TZVPD) for C4H4N2OS as an isolated structure at a distorted geometry.

Each line ends with the Mulliken charge.
Atoms and positions in Å:
C (-0.04, 1.16, -1.58)  -0.359
C (-0.73, 1.08, -0.34)  -0.362
C (-0.24, -0.08, 0.23)  0.571
C (-0.61, -0.47, 1.65)  -0.154
H (1.84, -1.75, 0.93)  0.185
H (-0.18, 2.01, -2.30)  0.372
H (-1.32, 1.83, 0.26)  0.251
H (-1.26, 0.21, 2.07)  0.363
N (0.48, -0.67, -0.69)  0.422
N (0.73, 0.09, -1.83)  -0.703
O (-0.12, -1.34, 2.32)  -0.448
S (1.43, -2.07, -0.72)  -0.137

Computed properties:
DFT total energy	-737.64822	Ha
orbital gap	8.89	eV
energy relative to the best compared isomer or geometry (same formula, charge and spin)	76.1	kcal/mol


Repeat the first record exactly.
Density functional theory data (ωB97M-V/def2-TZVPD) for a 2-piece molecular cluster, C9H18BrFNO overall.

Each line ends with the Mulliken charge.
Atoms and positions in Å:
F (-2.27, 2.14, 2.05)  -0.336
C (-2.76, 1.51, 0.93)  0.305
C (-1.63, 1.25, -0.07)  -0.930
C (-0.95, -0.12, -0.04)  -0.625
N (-1.92, -1.25, 0.29)  -0.112
C (-3.36, -0.82, 0.30)  -0.286
Br (-4.44, -2.38, 0.60)  -0.018
C (-3.47, 0.23, 1.38)  -0.939
H (-3.48, 2.19, 0.46)  0.326
H (-2.00, 1.45, -1.07)  0.475
H (-0.85, 2.00, 0.11)  0.374
H (-0.52, -0.33, -1.02)  0.263
H (-0.14, -0.18, 0.68)  0.373
H (-1.73, -1.59, 1.23)  0.468
H (-1.79, -2.05, -0.33)  0.437
H (-3.60, -0.44, -0.69)  0.405
H (-2.97, -0.14, 2.28)  0.361
H (-4.51, 0.42, 1.65)  0.425
C (3.89, -0.12, 0.20)  -0.592
C (4.03, -0.63, -1.23)  -0.580
C (2.58, -0.73, -1.67)  -0.453
O (1.87, 0.30, -0.97)  -0.320
C (2.72, 0.85, 0.05)  -0.341
H (4.78, 0.37, 0.57)  0.349
H (3.63, -0.93, 0.88)  0.265
H (4.56, 0.09, -1.85)  0.268
H (4.55, -1.59, -1.30)  0.336
H (2.15, -1.71, -1.40)  0.266
H (2.44, -0.58, -2.74)  0.304
H (3.06, 1.84, -0.25)  0.264
H (2.13, 0.96, 0.97)  0.268

Computed properties:
DFT total energy	-3157.34405	Ha
orbital gap	9.30	eV
total charge	+1